# 1
{
  "formula": "C32H37AsCuFN3O4S2",
  "method": "wB97M-V/def2-TZVPD",
  "e_above_lowest_kcal_mol": 2.0,
  "multiplicity": 2,
  "total_energy_ev": -176298.4893,
  "charge": 2,
  "lumo_energy_ha": [-0.1744, -0.1756],
  "s_squared": 0.75,
  "species": ["As", "Cu", "S", "S", "F", "O", "O", "O", "O", "N", "N", "N", "C", "C", "C", "C", "C", "C", "C", "C", "C", "C", "C", "C", "C", "C", "C", "C", "C", "C", "C", "C", "C", "C", "C", "C", "C", "C", "C", "C", "C", "C", "C", "C", "H", "H", "H", "H", "H", "H", "H", "H", "H", "H", "H", "H", "H", "H", "H", "H", "H", "H", "H", "H", "H", "H", "H", "H", "H", "H", "H", "H", "H", "H", "H", "H", "H", "H", "H", "H", "H"],
  "coordinates": [[0.355, 2.092, -3.778], [0.597, 1.031, -0.445], [1.106, 0.461, -2.601], [1.856, -1.853, -0.359], [2.058, 1.893, 6.098], [-0.692, 2.316, -0.987], [-2.229, 3.896, -0.816], [1.185, -0.687, 0.373], [0.744, 1.812, 1.363], [-1.756, 4.513, 3.138], [0.639, 5.396, 9.385], [0.421, 3.804, 7.405], [1.143, 2.570, 5.376], [1.546, -4.268, 2.852], [0.890, -3.556, -2.235], [-2.682, 5.446, 3.752], [2.198, -3.020, 0.928], [1.040, 2.309, 4.042], [-1.091, 3.319, 1.157], [-1.445, -3.978, -2.612], [1.237, -3.335, 1.881], [-0.764, 3.726, 8.247], [-0.645, 4.145, 5.266], [3.747, -4.557, 1.903], [0.537, -2.677, -1.221], [-2.174, 6.788, 4.197], [-0.786, 3.874, 3.900], [1.636, 3.502, 8.157], [1.547, 4.205, 9.518], [2.798, -4.881, 2.859], [-1.879, 4.208, 1.837], [-1.376, 3.185, -0.314], [0.940, 3.826, -3.204], [-0.058, 2.642, 1.855], [-1.538, 2.071, -4.077], [3.450, -3.612, 0.927], [-0.785, -2.422, -0.900], [-0.792, 4.964, 9.146], [-3.068, 6.680, 3.001], [0.312, 3.499, 6.027], [-0.114, -4.215, -2.928], [1.149, 1.850, -5.507], [-1.780, -3.081, -1.605], [0.065, 2.957, 3.277], [3.029, -5.618, 3.616], [0.143, -4.906, -3.719], [1.788, 2.437, 8.344], [-3.441, 4.958, 4.351], [-4.095, 7.004, 3.086], [2.520, 4.547, 9.864], [1.105, 3.577, 10.288], [-0.756, 2.812, 8.850], [0.770, 3.933, -2.141], [1.999, 3.923, -3.436], [-2.225, -4.490, -3.158], [-1.666, 3.698, 7.643], [0.698, 5.993, 10.211], [-1.277, 4.890, 5.726], [0.368, 4.577, -3.747], [0.267, -2.856, 1.857], [-2.820, -2.895, -1.370], [4.717, -5.033, 1.914], [0.838, 0.886, -5.904], [1.691, 1.581, 3.576], [-1.243, 4.773, 10.118], [-2.052, 2.148, -3.123], [0.946, 5.950, 8.583], [0.823, 2.647, -6.174], [-1.787, 1.147, -4.596], [-2.661, 4.718, 1.291], [-2.619, 6.851, 2.034], [-2.576, 7.204, 5.110], [-1.030, -1.710, -0.121], [2.232, 1.867, -5.405], [4.184, -3.340, 0.179], [1.932, -3.722, -2.486], [-1.131, 7.003, 4.008], [-1.786, 2.925, -4.706], [0.811, -4.530, 3.601], [-1.294, 5.807, 8.677], [2.497, 3.868, 7.600]],
  "lowdin_charge": [0.80, 0.42, 0.34, 1.04, 0.08, -0.18, 0.07, -0.58, -0.03, 0.02, 0.06, -0.09, -0.18, -0.06, -0.07, -0.25, -0.38, 0.10, -0.01, -0.06, -0.06, -0.12, 0.07, -0.06, -0.42, -0.09, -0.11, -0.13, -0.07, -0.06, 0.06, -0.57, -0.21, -0.25, -0.21, -0.07, -0.08, -0.06, -0.07, -0.13, -0.06, -0.25, -0.06, -0.04, 0.11, 0.11, 0.13, 0.16, 0.12, 0.14, 0.14, 0.14, 0.02, 0.05, 0.11, 0.13, 0.19, 0.11, 0.05, 0.11, 0.11, 0.11, 0.04, 0.15, 0.14, 0.03, 0.19, 0.05, 0.05, 0.15, 0.12, 0.11, 0.11, 0.04, 0.11, 0.12, 0.12, 0.05, 0.11, 0.14, 0.14]
}

=====

# 2
{
  "formula": "C32H37AsN4O7PTl",
  "method": "wB97M-V/def2-TZVPD",
  "e_above_lowest_kcal_mol": 20.6,
  "multiplicity": 1,
  "total_energy_ev": -128901.2896,
  "charge": -2,
  "lumo_energy_ha": 0.1553,
  "species": ["Tl", "As", "P", "O", "O", "O", "O", "O", "O", "O", "N", "N", "N", "N", "C", "C", "C", "C", "C", "C", "C", "C", "C", "C", "C", "C", "C", "C", "C", "C", "C", "C", "C", "C", "C", "C", "C", "C", "C", "C", "C", "C", "C", "C", "C", "C", "H", "H", "H", "H", "H", "H", "H", "H", "H", "H", "H", "H", "H", "H", "H", "H", "H", "H", "H", "H", "H", "H", "H", "H", "H", "H", "H", "H", "H", "H", "H", "H", "H", "H", "H", "H", "H"],
  "coordinates": [[-0.642, 0.478, 0.742], [-0.761, -0.168, -2.855], [-3.420, 2.507, 1.511], [0.725, 4.622, -1.927], [-0.310, -2.272, -0.312], [-2.784, -5.701, 1.032], [0.464, 2.771, 0.181], [-0.168, -0.250, 3.170], [-4.993, -5.487, 0.930], [-0.813, -4.287, 0.524], [-2.944, -1.587, -0.331], [2.107, -0.237, 2.635], [-4.280, -1.588, -0.253], [1.808, 0.618, 1.586], [2.864, -2.901, 5.751], [2.797, 2.264, 0.057], [1.607, 2.951, -0.357], [-3.567, 1.316, 2.912], [1.344, -1.566, 4.437], [-3.873, -5.018, 0.803], [4.166, 3.494, -1.534], [3.795, 0.239, -4.838], [0.293, -2.024, 5.224], [2.803, 1.289, 1.150], [4.080, -1.075, -5.192], [2.159, -0.519, -3.222], [-2.119, 3.610, 2.202], [-0.492, 0.569, -4.671], [2.633, -2.016, 4.710], [1.781, 3.877, -1.438], [-4.782, -2.769, 0.157], [2.470, -1.834, -3.570], [0.522, -2.912, 6.267], [-1.095, -3.128, 0.095], [-0.894, -2.031, -3.453], [-0.506, 3.947, -2.125], [2.847, 0.512, -3.865], [1.042, -0.601, 3.312], [-2.570, -2.801, 0.044], [-4.890, 3.565, 1.915], [4.035, 2.568, -0.517], [3.415, -2.110, -4.547], [-3.710, -3.603, 0.359], [3.014, 4.139, -1.993], [1.809, -3.353, 6.536], [1.119, -0.213, -2.203], [3.872, -3.249, 5.950], [4.325, 1.055, -5.316], [4.912, 2.048, -0.145], [-0.702, -1.673, 4.987], [1.990, -4.053, 7.345], [-1.924, -5.115, 0.851], [5.132, 3.710, -1.974], [-2.351, 3.888, 3.234], [3.643, -3.139, -4.800], [-0.357, 3.020, -2.687], [1.305, 0.758, -1.743], [-0.206, 1.620, -4.628], [-0.142, -2.256, -4.211], [3.063, 4.865, -2.798], [1.968, -2.644, -3.053], [-4.876, 3.899, 2.956], [-5.834, -2.959, 0.276], [-1.441, 0.493, -5.206], [-4.773, -0.738, -0.468], [-5.810, 3.005, 1.736], [-3.820, 1.833, 3.842], [-0.764, -2.685, -2.590], [3.440, -1.658, 4.085], [-1.146, 3.118, 2.162], [3.774, 1.108, 1.627], [2.650, 1.537, -3.569], [-4.896, 4.440, 1.262], [-0.994, 3.695, -1.186], [4.822, -1.290, -5.950], [-2.041, 4.507, 1.587], [-1.888, -2.194, -3.871], [0.274, 0.017, -5.217], [-1.122, 4.625, -2.717], [-4.334, 0.570, 2.694], [-2.619, 0.791, 3.047], [1.091, -0.965, -1.410], [-0.309, -3.270, 6.864]],
  "lowdin_charge": [0.85, 1.13, 0.74, -0.11, -0.10, 0.09, -0.24, -0.21, 0.03, 0.00, 0.08, 0.04, -0.01, -0.06, -0.11, -0.15, -0.36, -0.32, -0.13, -0.54, -0.15, -0.10, -0.03, -0.11, -0.13, -0.29, -0.32, -0.35, -0.04, -0.23, -0.04, -0.06, -0.10, -0.60, -0.33, -0.09, -0.05, -0.52, -0.14, -0.35, -0.09, -0.10, -0.06, -0.06, -0.13, -0.35, 0.09, 0.09, 0.10, 0.11, 0.08, 0.04, 0.08, 0.04, 0.09, 0.07, 0.04, 0.00, 0.01, 0.10, 0.11, 0.02, 0.12, 0.00, 0.15, 0.02, 0.03, 0.01, 0.10, 0.01, 0.11, 0.11, 0.02, 0.07, 0.08, 0.04, 0.01, 0.01, 0.08, 0.03, 0.00, 0.05, 0.09]
}